Formula: C7H13NO2
Source: OMol25
Level of theory: ωB97M-V/def2-TZVPD

**2S+1**: 1
**E_LUMO**: 1.031 eV
**Kohn-Sham gap**: 10.0 eV
**Total energy**: -479.6276 Ha
**Highest occupied orbital energy**: -9.0 eV
**SMILES**: C1O[C@@H]1[C@H]1CN1.CCC=O

Last column: Mulliken charge in e.
CARTESIAN COORDINATES (ANGSTROEM)
1 C -1.17033 -1.62218 1.24933  -0.32
2 O -0.40638 -1.43405 0.06772  -0.29
3 C -1.80874 -1.30498 -0.02932  -0.18
4 C -2.33041 0.06351 -0.32175  0.21
5 C -2.91468 0.33752 -1.65456  -0.58
6 N -3.76861 0.26130 -0.47148  -0.65
7 H -1.06319 -0.83668 1.99061  0.19
8 H -1.18851 -2.64799 1.63264  0.25
9 H -2.29203 -2.11541 -0.57221  0.33
10 H -1.81716 0.87368 0.20358  0.25
11 H -2.92996 -0.48116 -2.36805  0.24
12 H -2.82522 1.32363 -2.09466  0.26
13 H -4.25193 -0.63241 -0.43269  0.29
14 C 4.03643 0.62792 0.31968  -1.10
15 C 2.72435 1.39308 0.22848  -0.32
16 C 1.51318 0.49830 0.28396  0.38
17 O 1.56350 -0.70246 0.38982  -0.49
18 H 4.09423 0.06327 1.25512  0.28
19 H 4.12838 -0.08786 -0.50343  0.28
20 H 4.89648 1.31186 0.27414  0.35
21 H 2.66292 1.97213 -0.70011  0.29
22 H 2.62675 2.12803 1.04090  0.28
23 H 0.52095 1.01094 0.21228  0.03

Atoms 1-3, force components in eV/Å:
0.0 -0.3 0.1
-1.9 -0.5 -0.5
-0.4 -0.1 0.0